A structure of composition C30H35Cl2CsN4P, computed with the ωB97M-V functional and the def2-TZVPD basis.

```
73
C30H35Cl2CsN4P | OMol25 | the ωB97M-V functional and the def2-TZVPD basis
Cs -0.45630 -0.23344 -1.41920
C -1.20974 -3.70498 -2.76754
C -1.02388 -2.70586 -3.94629
N -2.21446 -2.12133 -4.53545
C -2.95606 -1.09839 -3.81865
C -3.67460 -1.52805 -2.53709
C -4.82869 -2.29843 -2.60704
C -5.40032 -2.76447 -1.43207
C -4.79941 -2.47294 -0.22051
C -3.65210 -1.68321 -0.21950
C -2.91269 -1.38428 1.07764
N -2.25771 -2.56627 1.60877
C -1.01962 -3.00418 0.98225
C -1.24365 -3.84374 -0.29427
N -0.61253 -3.28955 -1.49296
N -3.14884 -1.21006 -1.35120
H -2.28240 -3.80353 -2.58648
H -0.85877 -4.69737 -3.07862
H -0.38412 -1.88011 -3.62412
H -0.46409 -3.18087 -4.75423
H -2.83163 -2.83338 -4.90508
H -2.26745 -0.26640 -3.63186
H -3.69885 -0.68164 -4.50283
H -5.27484 -2.53504 -3.56420
H -6.30226 -3.36005 -1.46746
H -5.19494 -2.85269 0.71018
H -2.21681 -0.53226 0.93719
H -3.65105 -1.04330 1.80587
H -2.12683 -2.46889 2.60554
H -0.35600 -2.15409 0.74645
H -0.46776 -3.58764 1.72016
H -0.93340 -4.87949 -0.11128
H -2.31689 -3.87577 -0.47994
H 0.38150 -3.49944 -1.48892
Cl 1.59394 1.35467 -3.47498
C 0.74666 2.86040 -3.05764
Cl -1.00873 2.72795 -2.80231
H 0.86606 3.51136 -3.91578
H 1.18620 3.26050 -2.14858
C 1.17477 0.44484 5.61785
C 0.66643 -0.43554 4.67789
C 0.79910 -0.15529 3.32634
C 1.44771 1.00090 2.90449
C 1.95585 1.88376 3.85835
C 1.81764 1.60584 5.20713
P 1.61060 1.28403 1.11297
C 3.40241 1.17553 0.83404
C 3.91113 1.63865 -0.38131
C 5.25021 1.48249 -0.68912
C 6.10053 0.84655 0.20730
C 5.60000 0.37222 1.40797
C 4.25796 0.53389 1.72262
C 1.24392 3.06050 0.93291
C -0.08966 3.39858 0.71705
C -0.47272 4.72466 0.58235
C 0.48036 5.72805 0.64813
C 1.81369 5.40206 0.85951
C 2.19569 4.07826 1.00438
H 1.07038 0.23013 6.67247
H 0.16709 -1.34025 4.99818
H 0.39851 -0.84583 2.59254
H 2.45638 2.78966 3.53981
H 2.21090 2.29374 5.94299
H 3.25937 2.13511 -1.09150
H 5.63296 1.85669 -1.62946
H 7.14774 0.72429 -0.03161
H 6.25386 -0.12385 2.11231
H 3.88653 0.16385 2.66929
H -0.84772 2.62296 0.66524
H -1.51418 4.97077 0.42289
H 0.18713 6.76298 0.53825
H 2.56073 6.18190 0.91822
H 3.23774 3.83408 1.17155
```

Calculated values
E_HOMO	-10.671	eV
Kohn-Sham gap	8.67	eV
lowest unoccupied orbital energy	-2.006	eV
charge	+1


A structure of composition C30H35F4N10O2RbSe, computed with the ωB97M-V functional and the def2-TZVPD basis.

```
83
C30H35F4N10O2RbSe | OMol25 | the ωB97M-V functional and the def2-TZVPD basis
Rb 0.50600 0.21893 -0.38175
C -4.13298 -1.54617 -0.99675
C -2.75177 -0.92514 -0.79804
N -1.67067 -1.84850 -0.45535
C -1.40830 -2.85920 -1.47206
C -1.02790 -2.28510 -2.82780
C -1.83073 -2.49038 0.84753
C -2.20333 -1.55672 1.99204
N -1.31557 -0.40472 2.05004
C -1.77055 0.65801 2.74280
C -1.26613 1.95350 2.45136
F -0.37803 2.07855 1.42486
C -1.65891 3.10200 3.09819
F -1.12275 4.27318 2.70652
C -2.60035 3.08464 4.10857
C -3.11534 1.84240 4.42957
F -4.01512 1.74690 5.42309
C -2.72314 0.68154 3.79677
F -3.23599 -0.48000 4.26543
H -4.86487 -0.76364 -1.20278
H -4.46428 -2.08172 -0.10575
H -4.15049 -2.24323 -1.83631
H -2.79217 -0.17588 -0.00473
H -2.46086 -0.39141 -1.70733
H -2.26088 -3.54847 -1.59040
H -0.58404 -3.47302 -1.09553
H -1.86112 -1.76676 -3.30315
H -0.72387 -3.09122 -3.49686
H -0.19251 -1.58623 -2.74597
H -0.87762 -2.98185 1.07411
H -2.58607 -3.29439 0.81256
H -2.19801 -2.17638 2.90126
H -3.25035 -1.24709 1.87116
H -2.90899 3.98119 4.62265
Se 1.72667 6.52821 -6.11616
N 2.55112 4.97701 -5.81242
C 1.83258 4.32684 -4.93883
C 2.18122 3.00529 -4.42744
C 3.33976 2.33903 -4.82651
C 3.61397 1.10098 -4.29284
C 2.71343 0.56130 -3.37514
N 1.60785 1.17913 -2.99349
C 1.33708 2.38723 -3.50022
C 0.10813 3.06932 -3.02372
N -0.64456 2.42869 -2.12141
C -1.72616 3.03272 -1.65763
C -2.13618 4.30099 -2.06364
C -1.37404 4.96238 -2.99872
C -0.22707 4.34340 -3.49413
C 0.63695 4.99066 -4.47602
N 0.39928 6.16975 -4.98145
H 4.00006 2.81234 -5.54102
H 4.50535 0.55422 -4.56610
H 2.89494 -0.40850 -2.92171
H -2.29869 2.48500 -0.91553
H -3.02722 4.74562 -1.64339
H -1.63611 5.95005 -3.35418
N 2.25265 -2.57577 -0.89906
C 2.06850 -2.52473 0.56087
C 2.07542 -3.89615 1.23475
C 2.08794 -3.89465 2.76618
C 1.03254 -3.06550 3.49935
N 0.98318 -1.62065 3.25482
C 1.86127 -0.72950 3.66032
N 3.10165 -1.07280 4.05627
N 1.48365 0.56451 3.75801
C 3.13243 -1.55605 1.13855
O 4.14333 -2.08592 1.65590
O 2.86706 -0.33361 1.08668
H 1.65267 -3.29118 -1.29868
H 3.20737 -2.86248 -1.09457
H 1.08881 -2.07935 0.73981
H 2.96300 -4.43875 0.90065
H 1.20200 -4.45487 0.87223
H 3.08201 -3.61107 3.10219
H 1.93541 -4.92172 3.11170
H 1.16565 -3.21983 4.57312
H 0.03383 -3.42503 3.24624
H 0.13358 -1.21612 2.80015
H 3.61806 -1.65614 3.38267
H 3.65320 -0.29606 4.38707
H 0.52887 0.77987 3.50471
H 2.16523 1.23829 3.44385
```

Calculated values
energy relative to the best compared isomer or geometry (same formula, charge and spin)	0.0000	eV
E_HOMO	-6.972	eV
Kohn-Sham gap	6.08	eV
lowest unoccupied orbital energy	-0.895	eV


A structure of composition C30H35N5O7PtSi at a distorted geometry, computed with the ωB97M-V functional and the def2-TZVPD basis.

```
79
C30H35N5O7PtSi | OMol25 | the ωB97M-V functional and the def2-TZVPD basis
Pt 0.33651 0.22856 0.44894
C 1.69005 1.09995 -0.89113
Si 0.81469 2.75676 -1.03066
C -0.91931 2.16187 -1.66456
N -1.42157 1.14063 -0.74686
C -2.20029 1.69253 0.37707
C -3.70080 1.39416 0.29247
C -4.20133 1.59994 -1.13121
C -3.45675 0.65684 -2.08795
C -2.18005 0.10269 -1.43558
C 0.49070 3.58620 0.64008
C -0.35826 4.68925 0.69401
C -0.63549 5.32099 1.89028
C -0.05797 4.85395 3.06109
C 0.79242 3.76195 3.03005
C 1.06276 3.13357 1.82398
C 1.53284 4.03103 -2.22354
C 2.14309 5.18917 -1.75326
C 2.73227 6.08425 -2.62657
C 2.72234 5.83471 -3.98817
C 2.11044 4.69068 -4.47151
C 1.52355 3.79908 -3.59489
H 2.68481 1.12339 -0.45103
H 1.74155 0.55192 -1.83031
H -0.78919 1.71057 -2.64700
H -1.63263 2.97957 -1.77619
H -2.03120 2.76946 0.42583
H -1.85264 1.24800 1.31591
H -4.21005 2.06520 0.98443
H -3.89829 0.37420 0.62507
H -4.03658 2.64189 -1.41791
H -5.27434 1.41363 -1.18630
H -3.20993 1.18325 -3.01112
H -4.08552 -0.19292 -2.35451
H -1.54235 -0.35283 -2.19829
H -2.44450 -0.66329 -0.70431
H -0.79317 5.05104 -0.22813
H -1.29562 6.17646 1.91100
H -0.26625 5.34441 3.99873
H 1.25805 3.41042 3.93962
H 1.77816 2.32171 1.78841
H 2.15536 5.39216 -0.69230
H 3.21263 6.97328 -2.24641
H 3.19017 6.52756 -4.67113
H 2.10385 4.48921 -5.53223
H 1.05093 2.90724 -3.97961
C 1.72217 -4.26036 -2.03101
C 0.32752 -4.14295 -1.40234
C 0.13413 -5.17722 -0.28887
C -0.76349 -4.28943 -2.47459
C 0.18676 -2.81142 -0.86566
N 0.00256 -1.72275 -0.55676
H 1.85446 -5.26182 -2.43402
H 2.49635 -4.07443 -1.29102
H 1.84074 -3.54003 -2.83728
H 0.26607 -6.17727 -0.69567
H -0.86477 -5.10257 0.13420
H 0.85579 -5.02733 0.50987
H -0.68361 -5.26677 -2.94185
H -0.65610 -3.52451 -3.23947
H -1.75088 -4.19029 -2.03197
O 0.97147 0.18752 7.99093
N -0.12077 -0.18468 7.60847
O -1.06026 -0.42909 8.34036
C -0.31621 -0.33258 6.20021
C -1.57350 -0.65451 5.69936
C -1.77317 -0.72009 4.33499
C -0.70979 -0.53304 3.37999
O -0.93053 -0.58527 2.14987
C 0.58689 -0.26061 3.96902
C 0.75262 -0.12115 5.33405
N 1.68288 0.00062 3.14018
O 1.73536 -0.51850 1.98350
O 2.57391 0.76349 3.53733
N -3.08091 -1.03091 3.85321
O -3.40104 -0.66980 2.73513
O -3.82323 -1.64036 4.60358
H -2.40567 -0.80821 6.37171
H 1.72029 0.14325 5.73374
```

Calculated values
energy relative to the best compared isomer or geometry (same formula, charge and spin)	1.2376	eV
E_HOMO (spin up / spin down)	-7.428 / -7.429	eV
Kohn-Sham gap (spin up / spin down)	5.91 / 5.91	eV
lowest unoccupied orbital energy (spin up / spin down)	-1.519 / -1.519	eV